ORCA calculation (ωB97M-V with the def2-TZVPD basis set) on C36H65N3O16 as an isolated structure in a non-equilibrium geometry.

Results
Total energy, eV: -75572.7675
HOMO, eV: -7.62
Charge: 0

Atoms and positions in Å:
C: 0.234 2.287 -3.193
O: 1.094 1.566 -4.005
C: 1.327 0.107 -3.775
C: 2.160 -0.495 -4.972
N: 3.604 -0.250 -4.903
C: 4.290 -1.365 -4.218
C: 5.747 -1.043 -3.910
O: 5.862 -0.007 -3.055
C: 6.924 -0.076 -2.103
H: -0.742 1.821 -3.059
H: -0.023 3.298 -3.508
H: 0.545 2.274 -2.148
H: 0.368 -0.384 -3.608
H: 1.911 -0.154 -2.893
H: 1.859 -0.041 -5.916
H: 1.965 -1.559 -5.112
H: 3.744 0.730 -4.701
H: 4.297 -2.290 -4.796
H: 3.867 -1.432 -3.215
H: 6.340 -0.777 -4.785
H: 6.103 -1.896 -3.332
H: 6.773 -0.731 -1.245
H: 6.985 0.977 -1.830
H: 7.808 -0.416 -2.643
C: -7.154 3.164 7.469
O: -5.986 3.183 6.793
C: -4.948 2.717 7.536
C: -3.575 2.579 6.748
N: -3.691 1.582 5.678
C: -2.378 1.524 4.938
C: -2.519 0.545 3.780
O: -1.279 0.268 3.294
C: -0.609 1.303 2.522
H: -7.906 3.560 6.787
H: -7.186 3.751 8.387
H: -7.476 2.128 7.574
H: -5.118 1.753 8.016
H: -4.754 3.456 8.314
H: -2.761 2.657 7.468
H: -3.417 3.548 6.275
H: -4.420 1.765 5.003
H: -1.549 1.344 5.623
H: -1.997 2.448 4.502
H: -3.118 0.975 2.978
H: -3.043 -0.372 4.051
H: -0.328 2.078 3.235
H: -1.222 1.682 1.704
H: 0.310 0.855 2.144
C: 1.200 -6.325 1.354
O: 1.777 -5.038 1.447
C: 1.562 -4.142 0.356
C: 2.676 -3.082 0.491
N: 2.791 -2.232 -0.687
C: 3.905 -1.298 -0.371
C: 3.760 -0.121 -1.328
O: 4.147 1.170 -0.793
C: 3.763 2.257 -1.644
H: 1.694 -6.948 0.609
H: 0.131 -6.263 1.153
H: 1.407 -6.875 2.272
H: 0.589 -3.669 0.487
H: 1.402 -4.512 -0.657
H: 3.637 -3.564 0.672
H: 2.301 -2.532 1.354
H: 3.080 -2.753 -1.503
H: 4.908 -1.724 -0.413
H: 4.005 -0.968 0.663
H: 2.719 -0.027 -1.638
H: 4.375 -0.258 -2.218
H: 4.369 2.169 -2.546
H: 3.924 3.249 -1.223
H: 2.704 2.224 -1.900
C: -6.531 1.534 -1.009
C: -5.276 2.084 -1.365
C: -4.225 1.810 -0.535
C: -4.394 1.095 0.668
C: -5.638 0.639 1.031
C: -6.692 0.860 0.200
O: -7.955 0.364 0.404
O: -2.873 2.017 -0.878
H: -7.355 1.800 -1.654
H: -5.182 2.760 -2.202
H: -3.538 0.898 1.296
H: -5.815 0.210 2.007
H: -8.013 -0.204 1.176
H: -2.965 2.582 -1.648
C: 0.478 -1.183 0.291
C: -0.325 -0.242 0.958
C: -1.182 0.606 0.246
C: -1.179 0.632 -1.129
C: -0.284 -0.167 -1.757
C: 0.568 -1.072 -1.069
O: 1.313 -1.965 -1.856
O: -1.970 1.611 0.827
H: 0.997 -1.900 0.909
H: -0.309 -0.277 2.037
H: -1.834 1.260 -1.714
H: -0.268 -0.097 -2.835
H: 2.016 -2.311 -1.302
H: -2.618 1.946 0.203
C: 0.471 -2.711 -3.661
C: 0.675 -3.720 -2.598
O: 1.116 -4.810 -3.383
C: 0.663 -4.607 -4.643
O: 0.686 -5.444 -5.509
O: 0.137 -3.501 -4.800
H: 1.391 -2.139 -3.776
H: -0.289 -2.013 -3.309
H: -0.258 -3.950 -2.084
H: 1.283 -3.179 -1.873
C: 0.924 1.740 -0.116
C: 0.671 1.921 1.380
O: 1.405 3.034 1.752
C: 2.065 3.531 0.716
O: 2.677 4.574 0.694
O: 1.933 2.693 -0.352
H: 0.150 2.189 -0.738
H: 1.145 0.684 -0.270
H: 0.855 0.974 1.887
H: -0.395 2.068 1.555

ORCA calculation (ωB97M-V with the def2-TZVPD basis set) on a 10-piece molecular cluster, C36H65N5O15 overall in a non-equilibrium geometry.

Results
Total energy, eV: -76538.6757
HOMO, eV: -10.10
Charge: 0
Structure (SMILES): C[C@H]1COC(=O)O1.COC(=O)OC.COC(=O)OC.COC(=O)OC.COC(=O)OC.CCCC#N.CCCC#N.CCCC#N.CCCC#N.CCCC#N

Atoms and positions in Å:
C: -6.086 -7.926 -18.006
C: -5.654 -7.331 -16.639
C: -4.301 -7.976 -16.106
O: -3.343 -6.847 -16.136
C: -3.944 -5.688 -16.483
O: -3.419 -4.574 -16.647
O: -5.239 -5.884 -16.687
H: -6.109 -9.011 -18.147
H: -5.327 -7.629 -18.706
H: -6.956 -7.524 -18.575
H: -6.441 -7.481 -15.894
H: -4.018 -8.771 -16.902
H: -4.514 -8.543 -15.123
C: -2.510 -5.447 -19.568
O: -1.932 -5.376 -20.893
C: -1.361 -4.255 -21.313
O: -1.452 -3.032 -20.680
O: -0.648 -4.434 -22.526
C: 0.047 -3.346 -23.109
H: -3.057 -4.604 -19.303
H: -1.627 -5.656 -18.977
H: -3.150 -6.282 -19.606
H: 0.938 -3.685 -23.603
H: 0.397 -2.543 -22.444
H: -0.589 -2.898 -23.823
C: -1.437 -9.861 -15.227
O: -1.745 -10.164 -13.894
C: -2.871 -10.829 -13.622
O: -3.343 -11.900 -14.417
O: -3.599 -10.352 -12.518
C: -4.737 -11.054 -12.052
H: -0.677 -9.037 -15.343
H: -2.316 -9.514 -15.809
H: -1.167 -10.871 -15.658
H: -5.078 -11.928 -12.667
H: -5.624 -10.352 -12.101
H: -4.643 -11.274 -11.095
C: 0.571 -7.722 -19.912
O: 0.771 -6.583 -18.980
C: 0.286 -6.614 -17.707
O: -0.350 -7.727 -17.171
O: 0.437 -5.425 -17.012
C: 0.010 -5.420 -15.651
H: -0.433 -8.159 -20.029
H: 1.275 -8.522 -19.639
H: 0.774 -7.358 -20.887
H: 0.396 -4.587 -15.127
H: 0.208 -6.365 -15.072
H: -0.979 -5.101 -15.469
C: -3.267 -9.636 -19.727
O: -3.759 -10.596 -18.725
C: -2.986 -11.678 -18.428
O: -1.673 -11.896 -18.782
O: -3.616 -12.561 -17.595
C: -2.918 -13.725 -17.081
H: -3.834 -8.607 -19.760
H: -3.541 -9.989 -20.741
H: -2.129 -9.495 -19.737
H: -2.240 -13.316 -16.273
H: -2.324 -14.089 -17.918
H: -3.644 -14.519 -16.689
C: -2.477 -16.216 -13.524
C: -3.632 -15.998 -12.544
C: -4.425 -14.816 -12.731
C: -5.507 -14.878 -13.763
N: -6.340 -14.894 -14.506
H: -2.543 -15.557 -14.396
H: -2.523 -17.290 -13.855
H: -1.476 -16.271 -13.054
H: -3.308 -16.077 -11.501
H: -4.283 -16.876 -12.706
H: -3.751 -14.012 -13.049
H: -4.761 -14.570 -11.689
C: -9.053 -4.295 -19.486
C: -7.835 -5.217 -19.235
C: -6.543 -4.713 -19.902
C: -5.882 -5.725 -20.589
N: -5.367 -6.584 -21.123
H: -8.838 -3.276 -19.146
H: -9.912 -4.716 -18.993
H: -9.289 -4.285 -20.555
H: -8.158 -6.125 -19.652
H: -7.732 -5.336 -18.228
H: -5.929 -4.191 -19.146
H: -6.807 -4.096 -20.705
C: 0.599 -13.985 -14.997
C: 1.655 -14.776 -15.891
C: 3.121 -14.648 -15.251
C: 4.094 -15.674 -15.777
N: 4.849 -16.439 -16.166
H: 1.168 -13.238 -14.509
H: 0.112 -14.673 -14.259
H: -0.282 -13.486 -15.420
H: 1.712 -14.287 -16.814
H: 1.359 -15.822 -16.011
H: 3.147 -14.805 -14.184
H: 3.698 -13.694 -15.416
C: -8.573 -13.098 -16.043
C: -7.295 -12.218 -16.605
C: -6.406 -11.716 -15.381
C: -6.774 -10.522 -14.685
N: -7.043 -9.558 -14.136
H: -9.414 -12.891 -16.732
H: -8.884 -12.768 -15.143
H: -8.263 -14.158 -16.182
H: -7.656 -11.489 -17.386
H: -6.649 -12.902 -17.191
H: -5.425 -11.512 -15.864
H: -6.269 -12.444 -14.651
C: 2.975 -9.431 -16.513
C: 2.380 -10.799 -16.378
C: 1.348 -11.291 -17.485
C: 1.937 -11.132 -18.871
N: 2.372 -11.017 -19.908
H: 2.285 -8.623 -16.358
H: 3.490 -9.400 -17.506
H: 3.837 -9.247 -15.781
H: 2.051 -11.020 -15.416
H: 3.248 -11.464 -16.442
H: 0.505 -10.537 -17.419
H: 1.093 -12.303 -17.282